Entry from the Open Molecules 2025 dataset: a 12-piece molecular cluster, C44H110NO11S11 overall in a non-equilibrium geometry (ωB97M-V/def2-TZVPD).

ORCA input file:
```
! RIJCOSX wB97M-V def2-TZVPD def2/J DEFGRID3
* xyz 1 1
C 0.926 0.304 1.060
C -0.423 1.048 1.320
C -1.346 1.235 0.082
C -2.244 0.013 -0.270
C -1.464 -1.265 -0.745
C -1.018 -1.172 -2.272
C 0.549 -1.117 -2.470
C 1.025 -0.112 -3.577
C 2.060 0.936 -3.071
C 1.270 2.163 -2.480
C 1.957 3.554 -2.694
C 2.423 4.195 -1.332
C 2.024 5.710 -1.184
C 1.023 5.940 -0.004
C 0.973 7.455 0.328
C -0.169 7.873 1.312
C 0.294 8.062 2.792
C 1.218 6.903 3.318
C 2.726 7.193 3.214
C 3.298 8.558 3.717
C 4.804 8.197 3.644
N 4.921 6.934 3.908
C 3.619 6.269 4.127
H 1.385 0.519 0.083
H 0.858 -0.788 1.222
H 1.649 0.658 1.830
H -0.150 2.072 1.663
H -0.924 0.552 2.170
H -2.045 2.064 0.341
H -0.820 1.558 -0.832
H -2.972 -0.205 0.541
H -2.871 0.319 -1.137
H -0.636 -1.554 -0.077
H -2.198 -2.095 -0.700
H -1.365 -2.073 -2.816
H -1.483 -0.293 -2.768
H 0.890 -2.157 -2.711
H 1.034 -0.840 -1.517
H 1.500 -0.710 -4.383
H 0.132 0.356 -4.023
H 2.698 1.333 -3.887
H 2.719 0.485 -2.304
H 1.208 2.000 -1.388
H 0.231 2.162 -2.860
H 1.180 4.231 -3.107
H 2.810 3.483 -3.395
H 1.995 3.668 -0.460
H 3.527 4.098 -1.312
H 1.652 6.113 -2.140
H 2.953 6.256 -0.908
H 1.348 5.317 0.849
H 0.018 5.608 -0.330
H 1.952 7.840 0.681
H 0.773 7.975 -0.631
H -0.569 8.852 0.982
H -1.022 7.169 1.264
H 0.767 9.048 2.964
H -0.608 8.026 3.438
H 0.979 6.780 4.393
H 0.975 5.951 2.812
H 3.211 7.061 2.225
H 3.086 8.782 4.787
H 3.134 9.474 3.127
H 5.633 8.879 3.412
H 5.850 6.521 3.890
H 3.697 5.320 3.560
H 3.296 6.093 5.164
C -5.838 -0.599 -1.778
S -5.632 -2.207 -0.990
O -4.417 -2.840 -1.582
C -7.073 -2.967 -1.761
H -5.019 0.046 -1.468
H -5.819 -0.714 -2.861
H -6.785 -0.158 -1.462
H -6.975 -2.928 -2.847
H -7.973 -2.441 -1.444
H -7.126 -4.005 -1.436
C 3.759 -4.511 -2.152
S 2.403 -3.729 -1.261
O 2.986 -2.623 -0.441
C 2.090 -5.116 -0.157
H 4.141 -3.803 -2.884
H 4.553 -4.781 -1.453
H 3.390 -5.398 -2.666
H 2.992 -5.351 0.411
H 1.777 -5.982 -0.740
H 1.291 -4.835 0.525
C -4.331 -3.130 -5.394
S -4.023 -1.376 -5.130
O -5.340 -0.675 -5.206
C -3.177 -1.102 -6.697
H -4.891 -3.508 -4.540
H -4.912 -3.270 -6.307
H -3.379 -3.658 -5.465
H -3.833 -1.376 -7.525
H -2.264 -1.698 -6.724
H -2.922 -0.045 -6.767
C 0.873 2.303 -8.737
S 1.416 1.609 -7.165
O 0.233 1.594 -6.259
C 2.439 3.013 -6.690
H 0.182 1.600 -9.200
H 0.368 3.254 -8.567
H 1.737 2.445 -9.389
H 1.830 3.918 -6.653
H 3.250 3.131 -7.410
H 2.855 2.813 -5.704
C -0.208 -8.097 -3.276
S -1.540 -7.288 -2.370
O -0.931 -6.185 -1.573
C -1.854 -8.648 -1.235
H 0.172 -7.400 -4.021
H 0.594 -8.369 -2.588
H -0.596 -8.987 -3.774
H -0.947 -8.886 -0.678
H -2.192 -9.520 -1.796
H -2.635 -8.341 -0.540
C -5.534 -6.794 1.182
S -5.369 -8.380 2.021
O -4.177 -9.066 1.437
C -6.830 -9.140 1.297
H -4.689 -6.167 1.465
H -5.530 -6.946 0.102
H -6.462 -6.315 1.494
H -6.743 -9.143 0.209
H -7.716 -8.585 1.605
H -6.895 -10.164 1.663
C 0.135 -2.350 4.000
S -0.682 -3.682 3.101
O -2.067 -3.797 3.637
C 0.287 -5.015 3.830
H -0.343 -1.411 3.724
H 0.032 -2.512 5.074
H 1.189 -2.318 3.721
H 0.174 -5.003 4.915
H 1.336 -4.892 3.557
H -0.083 -5.960 3.435
C -3.173 -10.651 4.048
S -4.058 -11.952 3.173
O -5.443 -11.998 3.728
C -3.136 -13.316 3.909
H -3.609 -9.696 3.768
H -3.270 -10.799 5.124
H -2.123 -10.668 3.755
H -3.234 -13.286 4.995
H -2.087 -13.240 3.621
H -3.550 -14.250 3.531
C 4.714 6.187 9.076
S 4.967 5.228 7.574
O 5.355 3.853 7.979
C 6.474 6.083 7.067
H 3.837 5.794 9.587
H 5.586 6.093 9.724
H 4.546 7.233 8.816
H 7.230 5.995 7.847
H 6.249 7.135 6.877
H 6.841 5.616 6.152
C 0.892 12.080 6.811
S 1.029 10.450 7.563
O 2.229 9.787 6.966
C -0.422 9.750 6.758
H 1.734 12.683 7.149
H 0.919 11.990 5.725
H -0.040 12.548 7.129
H -0.310 9.811 5.674
H -1.311 10.294 7.076
H -0.509 8.707 7.058
C 4.020 -3.535 -7.305
S 2.829 -2.887 -6.119
O 2.720 -3.883 -5.014
C 1.383 -3.097 -7.171
H 5.003 -3.534 -6.837
H 3.749 -4.555 -7.582
H 4.037 -2.895 -8.188
H 1.282 -4.145 -7.457
H 1.486 -2.471 -8.058
H 0.505 -2.785 -6.607
*
```

The value obtained for the HOMO-LUMO gap is 5.267 eV. As for the total energy: -7004.2898 a.u. For the highest occupied orbital energy, the calculation gives -9.2 eV.


Entry from the Open Molecules 2025 dataset: a 11-piece molecular cluster, C44H110O22 overall in a non-equilibrium geometry (ωB97M-V/def2-TZVPD).

ORCA input file:
```
! RIJCOSX wB97M-V def2-TZVPD def2/J DEFGRID3
* xyz 0 1
C 0.567 -1.227 2.545
O 0.493 -0.677 1.247
C 0.111 0.735 1.186
C 0.177 1.124 -0.305
O -0.697 0.283 -1.085
C -0.222 0.164 -2.433
H -0.428 -1.488 2.906
H 1.020 -0.569 3.286
H 1.049 -2.203 2.594
H 0.863 1.334 1.698
H -0.886 0.923 1.585
H 1.240 0.962 -0.487
H 0.050 2.197 -0.446
H 0.839 -0.086 -2.449
H -0.372 1.056 -3.040
H -0.740 -0.685 -2.879
C -2.569 4.181 3.499
O -1.268 3.652 3.028
C -0.251 4.684 3.284
C 1.130 4.340 2.700
O 1.045 4.198 1.222
C 2.239 3.785 0.619
H -2.470 4.295 4.578
H -3.319 3.415 3.303
H -2.928 5.136 3.115
H -0.148 4.817 4.361
H -0.520 5.631 2.817
H 1.423 3.373 3.108
H 1.860 5.120 2.914
H 2.913 4.641 0.621
H 2.085 3.602 -0.444
H 2.629 2.894 1.112
C 5.831 2.718 6.503
O 5.172 2.650 5.257
C 4.222 1.552 5.112
C 4.280 1.057 3.654
O 3.662 -0.210 3.660
C 3.867 -0.843 2.405
H 5.223 3.228 7.250
H 6.767 3.267 6.401
H 5.994 1.726 6.924
H 3.330 2.104 5.410
H 4.501 0.726 5.766
H 5.325 0.934 3.372
H 3.736 1.685 2.948
H 4.886 -0.867 2.020
H 3.308 -0.328 1.624
H 3.374 -1.815 2.369
C -2.996 2.832 -3.952
O -3.246 4.194 -4.304
C -4.399 4.713 -3.620
C -4.415 6.196 -3.576
O -5.755 6.738 -3.363
C -5.665 8.144 -3.118
H -2.038 2.465 -4.320
H -3.822 2.262 -4.376
H -3.032 2.714 -2.869
H -4.491 4.325 -2.606
H -5.300 4.331 -4.100
H -4.085 6.510 -4.567
H -3.698 6.483 -2.807
H -5.251 8.256 -2.115
H -6.631 8.625 -3.267
H -4.981 8.628 -3.815
C -1.015 -3.358 0.542
O -2.013 -3.871 -0.361
C -1.610 -4.021 -1.706
C -2.605 -4.875 -2.472
O -2.365 -4.809 -3.876
C -3.196 -5.584 -4.757
H -0.094 -3.879 0.278
H -1.361 -3.274 1.572
H -0.692 -2.390 0.159
H -0.627 -4.477 -1.825
H -1.367 -3.051 -2.139
H -3.626 -4.552 -2.266
H -2.549 -5.839 -1.968
H -3.037 -6.592 -4.376
H -2.702 -5.519 -5.726
H -4.267 -5.396 -4.833
C 0.015 1.239 5.444
O -0.416 1.324 6.781
C -0.729 2.689 7.235
C 0.438 3.725 7.468
O 1.082 4.077 6.268
C 2.133 5.001 6.467
H -0.660 1.726 4.741
H -0.185 0.226 5.095
H 1.055 1.527 5.286
H -1.262 2.686 8.185
H -1.454 3.223 6.621
H 1.103 3.332 8.237
H -0.074 4.614 7.838
H 2.927 4.500 7.021
H 1.818 5.890 7.012
H 2.474 5.369 5.499
C -3.802 -0.427 0.069
O -4.991 -1.122 -0.076
C -4.848 -2.488 -0.483
C -6.163 -3.190 -0.857
O -7.073 -3.263 0.234
C -8.346 -3.836 -0.131
H -3.085 -1.063 0.589
H -3.859 0.507 0.627
H -3.316 -0.245 -0.890
H -4.368 -3.031 0.332
H -4.197 -2.550 -1.355
H -5.941 -4.212 -1.163
H -6.563 -2.705 -1.747
H -9.027 -4.003 0.703
H -8.297 -4.764 -0.700
H -8.850 -3.063 -0.713
C -0.270 -4.712 5.003
O 0.879 -5.470 4.665
C 0.664 -6.779 4.243
C 1.901 -7.691 4.216
O 2.436 -8.049 5.490
C 3.347 -9.145 5.518
H -1.200 -5.068 4.561
H -0.026 -3.678 4.758
H -0.462 -4.628 6.072
H 0.248 -6.646 3.245
H -0.055 -7.314 4.863
H 2.687 -7.216 3.629
H 1.665 -8.600 3.663
H 2.722 -10.038 5.528
H 3.964 -9.160 6.416
H 3.948 -9.119 4.609
C 3.145 -7.247 -2.125
O 3.853 -6.890 -0.901
C 3.006 -6.275 0.087
C 3.052 -4.759 -0.046
O 2.243 -4.337 -1.134
C 2.115 -2.941 -1.200
H 3.827 -7.524 -2.929
H 2.522 -6.426 -2.482
H 2.477 -8.085 -1.925
H 3.661 -6.402 0.948
H 2.035 -6.723 0.298
H 4.075 -4.385 -0.060
H 2.627 -4.356 0.873
H 1.471 -2.762 -2.061
H 3.062 -2.410 -1.299
H 1.602 -2.569 -0.314
C -0.761 7.725 -7.131
O -0.167 7.161 -5.932
C -1.055 6.608 -4.977
C -0.333 5.759 -3.897
O 0.451 4.640 -4.456
C 1.125 4.015 -3.418
H -0.031 8.403 -7.573
H -1.638 8.313 -6.860
H -1.015 6.965 -7.869
H -1.761 5.911 -5.429
H -1.681 7.375 -4.522
H -1.087 5.354 -3.223
H 0.267 6.474 -3.334
H 1.684 3.127 -3.714
H 0.450 3.729 -2.612
H 1.828 4.677 -2.913
C 1.371 0.794 -5.797
O 1.872 -0.406 -5.221
C 3.292 -0.657 -5.356
C 3.733 -1.129 -6.764
O 3.060 -2.306 -7.235
C 3.224 -2.621 -8.603
H 0.282 0.833 -5.779
H 1.511 1.019 -6.855
H 1.734 1.655 -5.237
H 3.569 -1.461 -4.674
H 3.851 0.243 -5.100
H 4.816 -1.181 -6.868
H 3.491 -0.308 -7.439
H 2.400 -3.300 -8.822
H 4.146 -3.104 -8.925
H 3.152 -1.724 -9.219
*
```

The value obtained for the HOMO-LUMO gap is 9.636 eV. As for the total energy: -3397.0813 a.u. For the highest occupied orbital energy, the calculation gives -9.1 eV.


- Which of these has the lowest highest occupied orbital energy?
  C44H110NO11S11


- Which formula does entry 2 have?
  C44H110O22


- Among the records above, which one has the lowest highest occupied orbital energy?
  C44H110NO11S11